(one)
14
Properties=species:S:1:pos:R:3:mulliken_charge:R:1 method="wB97M-V/def2-TZVPD" orbital_gap_ev=8.1 lumo_energy_ev=-1.084 molar_mass_g_mol=114.10 e_homo_ha=-0.3385
H 1.25 -3.27 -2.10 0.26
N 1.03 -2.20 -1.54 -0.58
C 0.39 -1.97 -0.39 -0.05
N 0.23 -0.63 -0.06 0.13
O 1.45 0.29 -0.21 -0.43
C -0.52 -0.16 0.98 -0.05
C -0.82 1.21 0.94 -0.15
C -0.71 2.25 0.12 0.02
O -0.61 2.30 -1.21 -0.59
H -0.23 -2.56 0.05 0.36
H 0.99 1.00 -1.01 0.41
H -0.63 -1.05 1.67 0.32
H -1.12 1.34 2.09 0.15
H -0.70 3.43 0.66 0.19

***

(two)
14
Properties=species:S:1:pos:R:3:mulliken_charge:R:1 method="wB97M-V/def2-TZVPD" orbital_gap_ev=9.3 lumo_energy_ev=0.092 molar_mass_g_mol=114.10 e_homo_ha=-0.3390
O 0.83 -1.22 -1.99 -0.58
C 0.73 -0.35 -1.18 0.55
C 1.50 0.03 0.10 -0.45
N 0.55 1.13 0.28 -0.27
C -0.06 0.97 -1.03 0.53
O -0.79 1.67 -1.65 -0.59
H 2.53 0.34 -0.09 0.31
H 1.48 -0.70 0.91 0.23
H 0.75 2.01 0.74 0.22
C -1.42 -0.53 1.11 -0.28
N -1.27 -0.82 -0.12 -0.41
H -1.42 0.43 1.59 0.24
H -1.96 -1.19 1.80 0.28
H -1.45 -1.76 -0.47 0.23

***

Which one sits at the top of the stability order? (two) does.

***

(one)
14
Properties=species:S:1:pos:R:3:mulliken_charge:R:1 method="wB97M-V/def2-TZVPD" orbital_gap_ev=9.9 lumo_energy_ev=0.163 molar_mass_g_mol=114.10 e_homo_ha=-0.3580
N 2.10 1.20 -0.41 -0.48
C 1.32 0.25 0.31 0.61
O 1.43 -0.30 1.49 -0.63
N 0.14 0.03 -0.35 -0.28
C -0.21 -1.25 -0.60 -0.40
C -0.97 -0.61 0.50 -0.04
C -2.20 0.26 0.20 0.08
O -2.26 1.54 0.36 -0.46
H 3.15 1.74 -0.13 0.32
H 1.41 1.71 -0.96 0.29
H -0.69 -1.59 -1.54 0.21
H 0.68 -1.98 -0.52 0.26
H -0.68 -0.52 1.61 0.32
H -3.22 -0.49 0.04 0.22

***

(two)
14
Properties=species:S:1:pos:R:3:mulliken_charge:R:1 method="wB97M-V/def2-TZVPD" orbital_gap_ev=9.9 lumo_energy_ev=0.110 molar_mass_g_mol=114.10 e_homo_ha=-0.3580
C -1.64 1.47 0.03 -0.96
C -0.37 2.06 -0.51 0.10
N 0.59 1.32 -0.99 -0.60
N 0.34 0.01 -0.88 -0.04
C 1.12 -0.62 -0.10 -0.17
C 0.86 -2.10 0.13 0.55
O 0.14 -2.77 -0.58 -0.51
O 1.52 -2.58 1.20 -0.45
H -1.53 0.96 1.05 0.23
H -2.51 2.11 0.10 0.35
H -1.99 0.68 -0.67 0.33
H 0.00 3.10 -0.43 0.39
H 1.82 -0.12 0.51 0.45
H 1.64 -3.52 1.12 0.35

***

(three)
14
Properties=species:S:1:pos:R:3:mulliken_charge:R:1 method="wB97M-V/def2-TZVPD" orbital_gap_ev=10.0 lumo_energy_ev=-0.217 molar_mass_g_mol=114.10 e_homo_ha=-0.3743
H 0.50 -1.40 -2.87 0.25
N -0.44 -1.25 -2.39 -0.68
C -0.38 -1.12 -1.07 0.61
N -1.60 -0.62 -0.55 -0.59
C 0.82 -1.13 -0.20 -0.61
C 1.15 -0.17 0.66 -0.29
C 0.39 1.12 1.21 0.38
O 1.01 1.63 2.12 -0.51
O -0.55 1.58 0.37 -0.51
H -2.37 -0.81 -1.24 0.28
H -1.70 -1.21 0.21 0.27
H 1.55 -1.86 -0.38 0.44
H 1.93 -0.30 1.30 0.45
H -1.19 0.81 0.03 0.51

***

Which one sits at the top of the stability order? (three) does.

***

(one)
14
Properties=species:S:1:pos:R:3:mulliken_charge:R:1 method="wB97M-V/def2-TZVPD" orbital_gap_ev=10.4 lumo_energy_ev=0.542 molar_mass_g_mol=114.10 e_homo_ha=-0.3625
C -0.71 0.16 1.21 -1.49
C -0.19 -0.07 -0.21 1.23
N -1.30 -0.10 -1.14 -0.64
C 0.77 1.16 -0.60 -0.24
O 0.35 2.25 -0.99 -0.44
N 0.51 -1.35 -0.32 -0.55
C 1.64 -1.32 0.01 0.61
O 2.77 -1.34 0.33 -0.45
H -1.36 -0.66 1.53 0.38
H -1.27 1.10 1.29 0.39
H 0.12 0.22 1.93 0.36
H -2.13 -0.51 -0.72 0.26
H -1.03 -0.63 -1.96 0.27
H 1.85 1.10 -0.38 0.30

***

(two)
14
Properties=species:S:1:pos:R:3:mulliken_charge:R:1 method="wB97M-V/def2-TZVPD" orbital_gap_ev=10.4 lumo_energy_ev=0.581 molar_mass_g_mol=114.10 e_homo_ha=-0.3599
H 0.04 -2.77 -0.02 0.29
N -0.69 -2.17 -0.37 -0.63
C -0.62 -0.97 -0.11 0.23
C -1.45 0.23 -0.45 -0.39
N -0.50 1.15 0.21 -0.59
C 0.38 0.08 0.72 0.32
C 1.75 0.12 0.10 0.29
O 2.60 -0.70 0.33 -0.57
O 1.91 1.12 -0.77 -0.50
H -1.52 0.42 -1.53 0.24
H -2.46 0.20 -0.04 0.28
H -0.91 1.76 0.91 0.23
H 0.41 -0.11 1.79 0.39
H 1.07 1.62 -0.79 0.41

***

(three)
14
Properties=species:S:1:pos:R:3:mulliken_charge:R:1 method="wB97M-V/def2-TZVPD" orbital_gap_ev=10.6 lumo_energy_ev=0.616 molar_mass_g_mol=114.10 e_homo_ha=-0.3677
C -2.70 2.09 -0.89 -0.66
N -1.74 1.06 -0.80 -0.28
C -0.67 0.89 -0.35 0.55
N 0.50 0.58 -0.15 -0.38
C 1.29 -0.24 0.55 0.68
O 2.20 0.04 1.31 -0.59
O 1.11 -1.51 0.11 -0.35
C 2.15 -2.40 0.67 -0.54
H -3.72 1.66 -1.05 0.25
H -2.92 2.68 0.06 0.27
H -2.48 2.75 -1.69 0.30
H 2.55 -1.77 1.57 0.33
H 2.79 -2.55 -0.19 0.21
H 1.64 -3.27 0.85 0.22

***

(four)
14
Properties=species:S:1:pos:R:3:mulliken_charge:R:1 method="wB97M-V/def2-TZVPD" orbital_gap_ev=8.5 lumo_energy_ev=0.543 molar_mass_g_mol=114.10 e_homo_ha=-0.2938
N -0.09 1.78 0.08 -0.60
C 0.03 0.40 0.02 0.82
C -1.15 -0.46 0.04 0.23
O -2.42 0.06 -0.33 -0.53
C -0.70 -1.68 -0.10 -0.62
N 0.74 -1.62 0.03 -0.01
C 1.18 -0.32 -0.07 -0.46
O 2.46 0.09 -0.32 -0.56
H -0.16 2.39 -0.83 0.23
H 0.31 2.47 0.82 0.28
H -2.32 0.90 0.20 0.37
H -1.37 -2.60 0.20 0.26
H 1.33 -2.43 0.19 0.21
H 2.16 1.02 0.07 0.39

***

Which one sits at the top of the stability order? (one) does.

***

(one)
14
Properties=species:S:1:pos:R:3:mulliken_charge:R:1 method="wB97M-V/def2-TZVPD" orbital_gap_ev=9.7 lumo_energy_ev=0.261 molar_mass_g_mol=114.10 e_homo_ha=-0.3486
O -2.15 -0.55 0.96 -0.48
C -1.28 -0.79 0.17 0.24
C -0.63 0.14 -0.89 -0.32
N -0.23 1.34 -0.18 -0.44
C 0.53 0.75 0.93 -0.52
C 1.24 -0.71 0.11 0.32
O 2.24 -1.25 0.42 -0.52
N 0.64 -0.54 -1.11 -0.14
H -0.67 -1.77 0.21 0.28
H -1.21 0.29 -1.80 0.48
H -1.04 1.87 0.13 0.28
H 1.42 1.34 1.16 0.35
H 0.01 0.59 1.87 0.26
H 1.13 -0.72 -1.98 0.22

***

(two)
14
Properties=species:S:1:pos:R:3:mulliken_charge:R:1 method="wB97M-V/def2-TZVPD" orbital_gap_ev=7.9 lumo_energy_ev=0.316 molar_mass_g_mol=114.10 e_homo_ha=-0.2799
C -1.52 -1.39 -0.12 -0.91
C -0.35 -0.37 0.01 0.26
N 0.96 -0.93 0.01 -0.15
C 1.94 0.11 -0.12 0.20
O 3.14 0.04 -0.04 -0.59
N 1.15 1.26 -0.18 -0.18
C -0.22 0.98 0.03 0.17
O -1.31 1.82 -0.04 -0.54
H -1.29 -2.11 -0.98 0.30
H -2.46 -0.68 -0.37 0.20
H -1.69 -1.81 0.93 0.28
H 1.17 -1.93 0.48 0.29
H 1.66 2.15 0.21 0.29
H -1.17 2.86 0.19 0.35

***

(three)
14
Properties=species:S:1:pos:R:3:mulliken_charge:R:1 method="wB97M-V/def2-TZVPD" orbital_gap_ev=9.5 lumo_energy_ev=0.603 molar_mass_g_mol=114.10 e_homo_ha=-0.3262
H 0.35 -1.86 -2.23 0.22
N 0.97 -1.10 -1.98 -0.80
C 0.57 -0.31 -0.97 0.57
C 1.42 0.71 -0.27 -0.51
O 0.84 1.14 1.05 -0.36
C -0.39 0.62 0.98 0.42
C -1.28 0.73 2.00 -0.88
N -0.46 -0.32 -0.29 0.19
O -1.47 -1.20 -0.53 -0.43
H 2.17 0.14 0.03 0.32
H 1.78 1.44 -1.03 0.34
H -2.40 0.58 1.73 0.25
H -1.15 1.58 2.65 0.32
H -1.24 -1.91 0.08 0.36

***

Which one sits at the top of the stability order? (two) does.